1.
Density functional theory data (the ωB97M-V functional and the def2-TZVPD basis) for 9 unconnected molecules or ions with the total composition C40H89F3N4O6.

Properties
- 2S+1: 1
- E_HOMO: -0.29392 hartree
- SMILES string: CCOC(=O)C(F)(F)F.CCN(CC)CC.CCN(CC)CC.CCN(CC)CC.CCN(CC)CC.CC(C)=O.CC(C)=O.CC(C)=O.CC(C)=O
- Kohn-Sham gap: 8.0723 eV
- Charge: 0
- Largest force on an atom: 0.07962 hartree/bohr

Element x y z (Å)
C: 13.5876 -16.7097 -22.0969
C: 12.4320 -17.5607 -22.5412
O: 12.6887 -18.9149 -22.3590
C: 12.1337 -19.8059 -23.2173
O: 11.4806 -19.5122 -24.2285
C: 12.3414 -21.2821 -22.8647
F: 11.2860 -21.9623 -23.1967
F: 13.3695 -21.7605 -23.5779
F: 12.5111 -21.4510 -21.5817
H: 13.6547 -16.6411 -21.0111
H: 13.4450 -15.7109 -22.5094
H: 14.5529 -17.0709 -22.4514
H: 12.1575 -17.3547 -23.5758
H: 11.6534 -17.2764 -21.8333
C: 9.7516 -8.0376 -19.3711
C: 9.6183 -9.3123 -18.5210
N: 8.3796 -10.0252 -18.7626
C: 8.3929 -10.6628 -20.0741
C: 9.4998 -11.5976 -20.3871
C: 8.1426 -11.0524 -17.7165
C: 7.3830 -10.4847 -16.4097
H: 8.7930 -7.5205 -19.4145
H: 9.9119 -8.2540 -20.4273
H: 10.5140 -7.3222 -19.0627
H: 10.5117 -9.8942 -18.7478
H: 9.7140 -9.2482 -17.4371
H: 7.4387 -11.1777 -20.1862
H: 8.4844 -9.8340 -20.7761
H: 9.7459 -12.3949 -19.6858
H: 9.2394 -12.1002 -21.3186
H: 10.3916 -11.0255 -20.6430
H: 9.0368 -11.5743 -17.3755
H: 7.5046 -11.8393 -18.1189
H: 6.8145 -9.6037 -16.7077
H: 8.0870 -9.9915 -15.7395
H: 6.7917 -11.2132 -15.8549
C: 24.1286 -4.8548 -22.5872
C: 23.1167 -5.1119 -23.6327
N: 21.8257 -5.2839 -23.0529
C: 21.1018 -4.0456 -22.5934
C: 20.5519 -4.2836 -21.1887
C: 20.9032 -6.0770 -23.8937
C: 21.4387 -7.5625 -23.8817
H: 24.2560 -5.7510 -21.9800
H: 23.8458 -3.9818 -21.9990
H: 25.0921 -4.5604 -23.0032
H: 23.1152 -4.3860 -24.4458
H: 23.4538 -6.0741 -24.0181
H: 21.7671 -3.1825 -22.6132
H: 20.2493 -3.7502 -23.2051
H: 21.2812 -4.7508 -20.5269
H: 20.1865 -3.3697 -20.7202
H: 19.7080 -4.9729 -21.1625
H: 20.6590 -5.7713 -24.9110
H: 19.9002 -6.1296 -23.4702
H: 22.2315 -7.8604 -24.5678
H: 20.6286 -8.1635 -24.2947
H: 21.7367 -7.7998 -22.8604
C: 22.2488 -14.2602 -21.0941
C: 23.6220 -13.8014 -20.5431
N: 24.1127 -14.7534 -19.4891
C: 23.1018 -15.0635 -18.4793
C: 23.4750 -16.1049 -17.4505
C: 25.4100 -14.3552 -18.8749
C: 26.5419 -13.9704 -19.7985
H: 22.0168 -13.7870 -22.0482
H: 21.4661 -13.9404 -20.4062
H: 22.1677 -15.3092 -21.3789
H: 24.3987 -13.7585 -21.3066
H: 23.6185 -12.8204 -20.0681
H: 22.7129 -14.1095 -18.1233
H: 22.2719 -15.5423 -18.9991
H: 22.4615 -16.4369 -17.2256
H: 23.9364 -16.9662 -17.9337
H: 24.0096 -15.6615 -16.6104
H: 25.7823 -15.2255 -18.3344
H: 25.2274 -13.6440 -18.0694
H: 26.3511 -12.9183 -20.0098
H: 26.4256 -14.4379 -20.7763
H: 27.5772 -14.0161 -19.4605
C: 18.1956 -4.2982 -10.7140
C: 17.0479 -4.0771 -11.6863
N: 17.8898 -3.9903 -12.9712
C: 18.1907 -5.2950 -13.6164
C: 19.1474 -5.2144 -14.8401
C: 17.1653 -3.2181 -13.9639
C: 16.7244 -1.7780 -13.5663
H: 18.8936 -3.4650 -10.6328
H: 18.7878 -5.1767 -10.9704
H: 17.9091 -4.4598 -9.6748
H: 16.2976 -4.8678 -11.6864
H: 16.6384 -3.1278 -11.3410
H: 17.3287 -5.9458 -13.7631
H: 18.6615 -5.9204 -12.8579
H: 18.7533 -4.5856 -15.6385
H: 19.2894 -6.1872 -15.3107
H: 20.1331 -4.7924 -14.6440
H: 17.8153 -3.1060 -14.8317
H: 16.2918 -3.7391 -14.3559
H: 17.5016 -1.3182 -12.9559
H: 16.4737 -1.2151 -14.4654
H: 15.8502 -1.8518 -12.9194
C: 16.1072 -13.6738 -26.8612
C: 16.4126 -15.1048 -26.9435
C: 17.8864 -15.4413 -26.7270
O: 15.6311 -15.9100 -27.2584
H: 15.0392 -13.5097 -26.7178
H: 16.3171 -13.2940 -27.8612
H: 16.5548 -13.0948 -26.0534
H: 18.5969 -14.9059 -27.3567
H: 18.0470 -16.4881 -26.9849
H: 18.1411 -15.2114 -25.6924
C: 11.5699 -6.7564 -25.8248
C: 12.6353 -7.8132 -25.8386
C: 14.0024 -7.4335 -26.2476
O: 12.4189 -8.9925 -25.5092
H: 11.3471 -6.6210 -26.8831
H: 11.9773 -5.8737 -25.3319
H: 10.7391 -7.1272 -25.2245
H: 14.3865 -6.6691 -25.5721
H: 14.0744 -7.0557 -27.2675
H: 14.7549 -8.2175 -26.1638
C: 13.2852 -1.8079 -20.0494
C: 14.1738 -2.7042 -20.8380
C: 14.8659 -2.0243 -21.9817
O: 14.3718 -3.8926 -20.6250
H: 13.7837 -1.4714 -19.1403
H: 12.2629 -2.1680 -19.9343
H: 13.1347 -0.8666 -20.5781
H: 14.2764 -1.2260 -22.4325
H: 15.2515 -2.6435 -22.7917
H: 15.7699 -1.5827 -21.5623
C: 15.3673 -10.1035 -21.0183
C: 16.8338 -10.1464 -20.8929
C: 17.4987 -9.0978 -20.0164
O: 17.4711 -10.9305 -21.5728
H: 15.0685 -10.5587 -21.9625
H: 15.0486 -9.0665 -21.1240
H: 14.8545 -10.5969 -20.1926
H: 18.5412 -9.0895 -20.3347
H: 17.5776 -9.3638 -18.9623
H: 16.9150 -8.2255 -20.3103

***

2.
Density functional theory data (the ωB97M-V functional and the def2-TZVPD basis) for a molecular structure, C40H90F6KN8O12S6.

Properties
- 2S+1: 1
- E_HOMO: -0.54490 hartree
- Kohn-Sham gap: 8.4490 eV
- Charge: +3
- Largest force on an atom: 0.31880 hartree/bohr

Element x y z (Å)
K: 0.0269 -1.4021 -0.2807
C: 3.0189 -1.4017 4.0484
C: 2.9523 -0.5498 5.3397
C: 2.1547 0.8112 5.2051
N: 2.4481 1.8246 6.3696
C: 2.6596 1.2193 7.8027
C: 3.8218 2.4960 5.9776
C: 3.4395 3.8819 5.3296
C: 2.2237 4.2716 6.1346
C: 1.4074 3.0367 6.3382
H: 3.6371 -2.2990 4.0178
H: 3.4969 -0.7036 3.3612
H: 2.0664 -1.5856 3.5515
H: 3.9924 -0.2564 5.4815
H: 2.6200 -1.1048 6.2170
H: 1.1180 0.4754 5.2279
H: 2.2639 1.3676 4.2742
H: 3.4676 0.4880 7.8209
H: 1.7299 0.7623 8.1418
H: 3.0156 2.0038 8.4704
H: 4.2408 2.7816 6.9424
H: 4.5654 1.8942 5.4552
H: 4.3396 4.4962 5.3550
H: 3.1061 3.6974 4.3084
H: 2.4727 4.6180 7.1376
H: 1.7113 5.0887 5.6268
H: 0.9175 2.8649 7.2966
H: 0.6563 2.7987 5.5850
C: -7.7517 0.5509 -0.6558
C: -6.8786 1.6105 -0.0182
C: -5.6658 1.1425 0.8505
N: -4.4818 2.1783 0.9855
C: -4.9167 3.4399 1.7781
C: -3.8734 2.5570 -0.4271
C: -2.3322 2.2098 -0.4041
C: -2.2425 1.1077 0.5948
C: -3.2938 1.5667 1.6854
H: -7.4725 0.3780 -1.6951
H: -8.7882 0.8881 -0.6657
H: -7.7740 -0.2704 0.0606
H: -7.4572 2.2903 0.6073
H: -6.5581 2.1942 -0.8812
H: -5.2364 0.2129 0.4767
H: -5.9233 0.9896 1.8985
H: -4.1747 4.2231 1.6228
H: -4.7682 3.1223 2.8101
H: -5.9147 3.7830 1.5051
H: -4.0876 3.6212 -0.5258
H: -4.3740 1.9758 -1.2015
H: -1.8238 3.0558 0.0585
H: -1.6874 2.0343 -1.2652
H: -1.2742 1.0208 1.0876
H: -2.2765 0.0559 0.3107
H: -2.8937 2.3174 2.3669
H: -3.7365 0.8770 2.4040
C: 7.6956 -5.0420 -3.5979
C: 6.3196 -4.3045 -3.3289
C: 5.7894 -4.6755 -1.9946
N: 4.9702 -3.5870 -1.3642
C: 3.9108 -2.9440 -2.3497
C: 4.3166 -4.0609 -0.0187
C: 3.8422 -2.7953 0.6955
C: 4.9277 -1.6942 0.3531
C: 5.7063 -2.3687 -0.7516
H: 7.6215 -6.1263 -3.5157
H: 8.5346 -4.5692 -3.0873
H: 7.8486 -5.1537 -4.6713
H: 5.5927 -4.3928 -4.1363
H: 6.7507 -3.3053 -3.2660
H: 6.6110 -4.6778 -1.2783
H: 5.2294 -5.6093 -1.9438
H: 4.4861 -2.6341 -3.2221
H: 3.4172 -2.0983 -1.8709
H: 3.3392 -3.8246 -2.6428
H: 3.4642 -4.7367 -0.0886
H: 5.0884 -4.5122 0.6048
H: 2.8066 -2.6283 0.3995
H: 3.8670 -2.7988 1.7852
H: 4.2826 -0.8170 0.3036
H: 5.4404 -1.5807 1.3083
H: 5.9079 -1.6993 -1.5878
H: 6.6675 -2.7367 -0.3928
C: -5.1919 -1.4466 -1.9688
C: -5.8868 -2.4932 -2.8312
C: -5.1692 -2.7887 -4.1783
N: -5.7325 -4.0082 -4.9689
C: -5.6783 -5.2025 -3.9573
C: -4.8462 -4.2015 -6.2572
C: -5.7479 -4.7376 -7.3577
C: -7.0921 -4.2037 -7.0144
C: -7.2162 -3.8884 -5.5221
H: -4.1837 -1.8586 -1.9242
H: -5.6446 -1.5145 -0.9796
H: -5.1177 -0.4237 -2.3380
H: -6.9342 -2.2668 -3.0307
H: -5.9370 -3.3959 -2.2224
H: -4.0926 -2.8844 -4.0369
H: -5.1277 -1.9079 -4.8190
H: -4.6823 -5.0795 -3.5318
H: -5.7963 -6.0911 -4.5774
H: -6.4905 -5.1426 -3.2328
H: -4.1996 -4.9971 -5.8870
H: -4.4563 -3.2194 -6.5248
H: -5.7462 -5.8226 -7.2536
H: -5.3841 -4.6122 -8.3775
H: -7.9159 -4.8488 -7.3199
H: -7.1405 -3.3294 -7.6635
H: -7.8863 -4.6212 -5.0725
H: -7.6106 -2.8862 -5.3546
C: 5.1393 7.6834 1.9384
C: 3.7629 7.0532 2.0217
C: 3.7238 5.7457 1.1978
N: 2.3019 5.2404 0.8447
C: 1.5123 4.8296 2.1728
C: 2.3341 4.1244 -0.1471
C: 1.1981 4.1790 -1.1205
C: 0.6090 5.5034 -0.7468
C: 1.6772 6.3584 0.0365
H: 5.8262 7.2170 2.6446
H: 5.3136 8.7549 2.0364
H: 5.6169 7.3998 1.0005
H: 3.1371 7.8598 1.6396
H: 3.4415 6.9437 3.0575
H: 4.1134 4.9126 1.7828
H: 4.2978 5.7206 0.2716
H: 1.5093 5.6845 2.8489
H: 1.9919 3.8661 2.3454
H: 0.5251 4.4724 1.8795
H: 2.4609 3.1626 0.3500
H: 3.2288 4.3354 -0.7327
H: 0.4820 3.3608 -1.1962
H: 1.5951 4.3311 -2.1242
H: -0.2680 5.3590 -0.1158
H: 0.3648 6.0338 -1.6672
H: 1.3027 7.0732 0.7693
H: 2.4292 6.7289 -0.6601
N: -1.4071 -1.5994 1.9308
S: -1.2918 -1.7222 3.4968
O: -0.2328 -2.6412 3.9749
O: -2.5277 -1.5985 4.2562
F: -0.5531 -0.2842 3.7445
S: -2.8588 -2.5421 1.7632
O: -4.0231 -1.7972 1.3190
O: -3.1490 -3.6519 2.6800
F: -2.3666 -3.4043 0.4802
N: 1.1713 0.5977 -1.7923
S: 0.9934 0.7673 -3.2130
O: 1.6633 -0.2326 -4.1008
O: 0.7073 2.1239 -3.8043
F: -0.5040 0.1978 -3.2506
S: 2.8877 0.9650 -2.0173
O: 3.1978 2.3329 -2.4587
O: 3.9035 0.0184 -2.4380
F: 3.0732 1.1515 -0.4274
N: 0.1580 -3.5088 -2.2364
S: 0.3631 -5.0999 -1.7065
O: 1.5091 -5.7696 -2.3485
O: -0.7286 -5.8822 -1.1347
F: 1.0623 -4.4721 -0.3434
S: -0.8101 -3.9721 -3.2948
O: -2.1901 -4.0320 -2.9567
O: -0.3655 -4.7962 -4.4057
F: -0.7490 -2.5437 -4.0809